3 unconnected molecules or ions with the total composition C30H49N3O4 in a non-equilibrium geometry, computed with the ωB97M-V functional and the def2-TZVPD basis.

- orbital gap (alpha / beta) (eV) = 9.11 / 7.74
- electronic energy (eV) = -44561.8209
- F_max (eV/Å) = 2.43
- 2S+1 = 3

XYZ file:
```
86
C30H49N3O4 the ωB97M-V functional and the def2-TZVPD basis
C 0.047 -4.755 0.786
C -0.933 -3.715 1.363
C -0.352 -2.282 1.560
C -1.247 -1.560 2.582
C 1.081 -2.411 2.048
C 1.428 -2.771 3.354
C 2.750 -2.915 3.752
C 3.800 -2.707 2.859
C 3.456 -2.324 1.585
C 2.134 -2.181 1.173
C 2.170 -1.763 -0.281
O 1.337 -1.930 -1.127
N 3.467 -1.185 -0.467
C 4.303 -1.979 0.376
O 5.411 -2.358 0.127
H -0.521 -5.431 0.141
H 0.454 -5.369 1.588
H 0.822 -4.322 0.158
H -1.821 -3.614 0.738
H -1.226 -4.045 2.363
H -0.342 -1.731 0.625
H -1.054 -1.906 3.597
H -1.136 -0.479 2.494
H -2.283 -1.833 2.371
H 0.633 -2.944 4.067
H 2.949 -3.215 4.774
H 4.838 -2.826 3.139
H 3.443 -0.127 -0.178
C -4.026 1.401 -1.780
C -3.469 -0.001 -1.468
C -3.369 -0.807 -2.762
C -4.735 -1.194 -3.321
C -5.566 -1.930 -2.269
C -5.637 -1.237 -0.903
N -4.314 -0.711 -0.450
O -3.617 -1.670 0.077
C -6.670 -0.095 -0.937
C -6.189 -2.233 0.115
C -2.070 0.241 -0.912
H -3.270 1.988 -2.301
H -4.895 1.396 -2.434
H -4.289 1.933 -0.864
H -2.790 -1.719 -2.584
H -2.811 -0.231 -3.503
H -5.272 -0.312 -3.683
H -4.602 -1.841 -4.189
H -6.580 -2.080 -2.643
H -5.136 -2.928 -2.138
H -6.657 0.464 -0.001
H -7.673 -0.504 -1.063
H -6.526 0.606 -1.756
H -5.612 -3.156 0.141
H -7.211 -2.497 -0.154
H -6.200 -1.808 1.120
H -2.100 0.827 0.010
H -1.471 0.785 -1.642
H -1.552 -0.692 -0.708
C 1.511 3.898 -0.538
C 2.270 2.911 0.371
C 2.868 3.667 1.555
C 4.022 4.582 1.144
C 5.094 3.799 0.382
C 4.565 2.931 -0.767
N 3.330 2.183 -0.386
O 3.661 1.114 0.269
C 4.294 3.793 -2.014
C 5.670 1.963 -1.194
C 1.202 1.930 0.853
H 0.590 4.211 -0.047
H 2.057 4.813 -0.749
H 1.240 3.433 -1.487
H 3.232 2.955 2.302
H 2.084 4.250 2.042
H 3.659 5.418 0.542
H 4.468 5.025 2.036
H 5.841 4.490 -0.014
H 5.618 3.159 1.099
H 3.823 3.198 -2.798
H 5.233 4.176 -2.410
H 3.670 4.663 -1.823
H 6.050 1.375 -0.361
H 6.507 2.530 -1.599
H 5.319 1.276 -1.965
H 0.754 1.396 0.012
H 0.409 2.472 1.367
H 1.594 1.196 1.557
```

A molecular structure, C30H50AuP2 in a non-equilibrium geometry, computed with the ωB97M-V functional and the def2-TZVPD basis.

- total charge = +1
- energy above the lowest of the compared OMol25 structures with the same formula, charge and spin (kcal/mol) = 21.9
- orbital gap (alpha / beta) (eV) = 5.85 / 6.03
- electronic energy (eV) = -54181.4347
- F_max (eV/Å) = 3.10
- 2S+1 = 3

XYZ file:
```
83
C30H50AuP2 the ωB97M-V functional and the def2-TZVPD basis
Au -1.055 -0.477 1.245
C 1.144 0.141 -2.519
C 0.599 1.445 -2.625
C 2.301 1.538 -1.109
C 2.222 0.206 -1.600
C 1.268 2.295 -1.705
C 0.743 -1.029 -3.323
H -0.332 -1.014 -3.533
H 0.966 -1.968 -2.806
H 1.269 -1.038 -4.289
C 3.166 -0.889 -1.301
H 3.054 -1.707 -2.024
H 3.053 -1.305 -0.290
H 4.196 -0.517 -1.383
C 3.348 2.104 -0.243
H 3.847 2.935 -0.763
H 4.123 1.372 0.003
H 2.945 2.512 0.692
C 0.988 3.718 -1.461
H 1.120 4.347 -2.350
H 1.636 4.116 -0.673
H -0.042 3.857 -1.117
C -0.404 1.860 -3.615
H 0.025 2.028 -4.619
H -0.883 2.795 -3.317
H -1.185 1.100 -3.734
C -3.091 -0.442 0.456
C -2.631 -0.158 -0.843
C -3.374 0.621 -1.854
C -3.282 2.173 -1.796
C -2.704 2.774 -0.552
C -3.250 2.609 0.667
C -4.485 1.808 0.938
C -4.347 0.252 1.045
H -4.435 0.320 -1.867
H -4.300 2.577 -1.957
H -2.935 0.302 -2.818
H -5.210 -0.184 0.514
H -3.175 -1.514 0.692
H -1.683 -0.577 -1.229
H -4.486 -0.062 2.096
H -4.912 2.171 1.890
H -2.919 3.264 1.491
H -5.256 2.021 0.179
H -2.682 2.528 -2.650
H -1.901 3.504 -0.722
P -0.927 -3.108 0.023
C 0.739 -3.809 -0.224
H 0.733 -4.897 -0.092
H 1.419 -3.373 0.513
H 1.122 -3.546 -1.212
C -1.705 -4.270 1.196
H -1.300 -5.282 1.082
H -2.784 -4.275 1.011
H -1.540 -3.929 2.220
C -1.798 -3.573 -1.533
H -2.832 -3.220 -1.487
H -1.760 -4.660 -1.693
H -1.324 -3.073 -2.384
P -0.785 1.250 2.790
C -0.295 2.725 1.875
H -0.558 3.628 2.438
H -0.813 2.742 0.910
H 0.783 2.719 1.673
C -2.406 1.372 3.567
H -3.127 1.747 2.847
H -2.358 2.042 4.424
H -2.733 0.376 3.876
C 0.332 1.047 4.181
H -0.174 1.471 5.056
H 1.269 1.579 3.994
H 0.545 -0.012 4.359
C 3.349 -1.809 2.990
C 3.199 -0.625 2.262
C 1.951 -0.309 1.715
C 0.855 -1.132 1.954
C 0.984 -2.273 2.746
C 2.257 -2.634 3.216
H 4.326 -2.052 3.402
H 4.037 0.067 2.136
H 1.840 0.608 1.129
H 0.116 -2.866 3.017
H 2.384 -3.547 3.795
```

A molecular structure, C30H50BrIrN4O10P2S3 in a non-equilibrium geometry, computed with the ωB97M-V functional and the def2-TZVPD basis.

- total charge = +1
- energy above the lowest of the compared OMol25 structures with the same formula, charge and spin (kcal/mol) = 13.4
- orbital gap (alpha / beta) (eV) = 8.03 / 6.07
- electronic energy (eV) = -182321.1537
- F_max (eV/Å) = 1.11
- 2S+1 = 2

XYZ file:
```
101
C30H50BrIrN4O10P2S3 the ωB97M-V functional and the def2-TZVPD basis
Ir -0.421 0.102 1.247
O -0.503 0.419 3.294
C -1.359 1.085 3.908
C -2.625 1.510 3.432
C -3.443 2.223 4.334
C -4.713 2.553 3.978
C -5.240 2.179 2.728
C -4.469 1.488 1.841
C -3.126 1.139 2.147
O -2.456 0.517 1.240
N -5.554 3.298 4.921
O -5.062 3.608 5.986
O -6.687 3.552 4.571
H -1.114 1.315 4.949
H -3.070 2.504 5.310
H -6.258 2.454 2.491
H -4.850 1.201 0.871
C -4.371 -3.536 1.954
C -2.876 -3.402 2.000
C -2.032 -4.464 2.267
C -0.668 -4.266 2.232
C -0.171 -3.009 1.943
Br 1.691 -2.901 1.763
N -0.963 -1.949 1.732
C -2.287 -2.179 1.746
H -4.678 -4.555 2.181
H -4.747 -3.282 0.962
H -4.849 -2.870 2.673
H -2.432 -5.448 2.478
H 0.023 -5.078 2.400
H -2.908 -1.327 1.517
C 0.076 1.862 -3.416
N -0.219 1.836 -1.989
C 0.135 2.663 -1.035
S -0.474 2.408 0.601
N 0.809 3.794 -1.181
C 1.505 4.319 -2.350
H -0.574 1.124 -3.879
H 1.110 1.582 -3.615
H -0.142 2.836 -3.845
H -0.611 0.964 -1.629
H 0.971 4.273 -0.311
H 0.836 4.878 -3.003
H 1.992 3.519 -2.899
H 2.280 4.990 -1.990
C 4.909 -0.633 2.988
C 5.275 -0.252 1.569
C 5.130 -1.380 0.573
O 4.534 0.952 1.184
P 3.206 1.227 0.372
S 3.046 0.602 -1.420
S 1.754 0.495 1.764
O 3.126 2.799 0.462
C 3.567 3.736 1.502
C 5.055 3.983 1.368
C 3.141 3.323 2.894
H 5.645 -1.343 3.366
H 3.928 -1.097 3.042
H 4.917 0.241 3.638
H 6.304 0.106 1.559
H 4.103 -1.741 0.521
H 5.772 -2.202 0.893
H 5.428 -1.072 -0.428
H 3.029 4.646 1.227
H 5.623 3.098 1.646
H 5.344 4.803 2.026
H 5.308 4.257 0.344
H 3.662 2.422 3.220
H 2.066 3.152 2.944
H 3.393 4.129 3.584
C -2.841 0.119 -4.311
C -2.702 -0.913 -3.205
C -3.458 -0.467 -1.961
C -3.160 -2.285 -3.674
O -1.258 -0.970 -2.948
P -0.607 -1.581 -1.625
O -1.306 -2.758 -1.087
O -0.508 -0.319 -0.707
O 0.888 -1.784 -2.053
C 1.442 -2.726 -3.030
C 1.761 -1.901 -4.266
C 2.703 -3.261 -2.376
C 0.471 -3.851 -3.351
H -3.878 0.177 -4.641
H -2.221 -0.155 -5.166
H -2.540 1.107 -3.956
H -4.505 -0.304 -2.222
H -3.051 0.464 -1.565
H -3.410 -1.231 -1.184
H -4.225 -2.258 -3.907
H -2.984 -3.029 -2.898
H -2.620 -2.575 -4.576
H 2.491 -1.126 -4.025
H 0.854 -1.429 -4.644
H 2.175 -2.538 -5.049
H 3.352 -2.433 -2.087
H 3.242 -3.906 -3.071
H 2.451 -3.840 -1.486
H -0.427 -3.471 -3.839
H 0.175 -4.385 -2.449
H 0.959 -4.550 -4.032
```